No. 1
ORCA calculation (ωB97M-V with the def2-TZVPD basis set) on a 2-piece molecular cluster, C4H13NO overall.

HOMO level = -9.3 eV
LUMO level = 0.939 eV
Structure (SMILES) = CCOCC.N
Gap between HOMO and LUMO = 10.215 eV
Strongest force on any atom = 7.104 eV/A
Spin multiplicity = 1

Element x y z (Å)
1 C -0.938 -0.896 0.046
2 C 0.538 -0.488 0.036
3 N -4.482 -0.482 -3.608
4 H -1.416 0.028 -0.437
5 H -1.244 -1.003 1.195
6 H -1.014 -1.815 -0.318
7 H 1.194 -1.238 -0.118
8 H 0.454 0.116 -0.817
9 H -5.224 0.237 -3.430
10 H -3.620 -0.250 -3.100
11 H -4.753 -1.475 -3.407
12 C 2.233 0.180 1.901
13 O 0.980 0.283 1.146
14 C 2.961 1.610 1.604
15 H 1.936 0.109 2.924
16 H 2.910 -0.613 1.592
17 H 3.110 1.689 0.515
18 H 2.360 2.387 2.175
19 H 4.014 1.621 2.103

Atom charges from the Mulliken analysis, given in e for atoms 1 to 5: atom 1 (C): -0.918, atom 2 (C): -0.490, atom 3 (N): -0.654, atom 4 (H): 0.242, atom 5 (H): 0.207

No. 2
ORCA calculation (ωB97M-V with the def2-TZVPD basis set) on a 2-piece molecular cluster, C4H8O3 overall.

HOMO level = -10.0 eV
LUMO level = 0.901 eV
Gap between HOMO and LUMO = 10.939 eV
Strongest force on any atom = 1.403 eV/A
Spin multiplicity = 1

Element x y z (Å)
1 C -2.032 -0.215 0.238
2 O -0.744 0.318 0.077
3 C -0.317 1.594 -2.299
4 O -1.433 1.590 -2.516
5 C 0.271 -0.436 0.694
6 C 1.594 0.022 0.109
7 O 2.617 -0.628 0.836
8 H -2.106 -1.223 -0.198
9 H -2.324 -0.268 1.298
10 H -2.721 0.450 -0.289
11 H 0.276 -0.282 1.784
12 H 0.134 -1.513 0.506
13 H 1.623 -0.232 -0.961
14 H 1.657 1.118 0.190
15 H 3.465 -0.342 0.478

Atom charges from the Mulliken analysis, given in e for atoms 1 to 5: atom 1 (C): -0.756, atom 2 (O): -0.220, atom 3 (C): 0.148, atom 4 (O): -0.175, atom 5 (C): -0.370

No. 3
ORCA calculation (ωB97M-V with the def2-TZVPD basis set) on a 2-piece molecular cluster, C9H14 overall.

HOMO level = -9.1 eV
LUMO level = 1.057 eV
Structure (SMILES) = Cc1ccccc1.CC
Gap between HOMO and LUMO = 10.120 eV
Strongest force on any atom = 1.450 eV/A
Spin multiplicity = 1

Element x y z (Å)
1 C -2.066 1.987 -0.964
2 C -0.017 1.527 0.435
3 C -1.296 1.188 0.064
4 C 0.644 0.738 1.405
5 C -1.926 0.073 0.637
6 C 0.078 -0.434 1.830
7 C -1.265 -0.724 1.540
8 H 0.477 2.440 0.119
9 H 1.583 1.113 1.787
10 H -1.471 2.816 -1.345
11 H -2.969 2.387 -0.501
12 H -2.996 -0.020 0.462
13 H 0.589 -1.020 2.578
14 H -1.713 -1.514 2.128
15 H -2.343 1.325 -1.780
16 C 1.690 -0.876 -1.442
17 C 1.996 -2.147 -0.643
18 H 2.198 -0.792 -2.398
19 H 0.648 -0.699 -1.722
20 H 1.953 0.021 -0.890
21 H 2.487 -1.894 0.295
22 H 2.641 -2.817 -1.215
23 H 1.081 -2.678 -0.378

Atom charges from the Mulliken analysis, given in e for atoms 1 to 5: atom 1 (C): -1.516, atom 2 (C): -0.360, atom 3 (C): 0.857, atom 4 (C): -0.573, atom 5 (C): -0.329

No. 4
ORCA calculation (ωB97M-V with the def2-TZVPD basis set) on C7H9N3O3S2 as an isolated structure.

HOMO level (spin up / spin down) = -7.1 / -7.1 eV
LUMO level (spin up / spin down) = -1.972 / -1.985 eV
Gap between HOMO and LUMO (spin up / spin down) = 5.174 / 5.135 eV
Strongest force on any atom = 3.714 eV/A
Spin multiplicity = 1

Element x y z (Å)
1 C 3.132 -0.086 -0.126
2 C 2.437 -1.199 0.249
3 C 2.622 1.192 -0.265
4 C 1.033 -0.994 0.462
5 C 1.290 1.368 -0.084
6 C 0.536 0.243 0.228
7 C 0.239 -2.251 0.784
8 N -1.833 1.814 -1.058
9 N -1.546 2.266 1.444
10 N -3.391 -0.529 -1.555
11 O -0.983 -2.341 0.315
12 O -2.487 0.160 0.688
13 O 0.460 2.346 -0.254
14 S -1.008 1.490 0.309
15 S -3.293 -0.886 -0.058
16 H 4.148 -0.186 -0.269
17 H 2.841 -2.148 0.393
18 H 3.289 1.888 -0.648
19 H 0.954 -3.077 0.551
20 H 0.292 -2.430 1.902
21 H -2.572 0.959 -1.276
22 H -1.419 1.761 2.298
23 H -3.509 -1.305 -2.170
24 H -1.231 1.945 -1.859

Atom charges from the Mulliken analysis, given in e for atoms 1 to 5: atom 1 (C): -0.311, atom 2 (C): -1.089, atom 3 (C): -1.085, atom 4 (C): 0.584, atom 5 (C): 0.763

For each record above, in turn, the calculated molecular weight values are 91.2, 104.1, 122.2, 247.3 g/mol.
For each record above, in turn, the calculated relative energy (zero: lowest compared OMol25 entry of this formula, charge and spin) values are 255.6, 200.9, 40.7, 692.5 kJ/mol.
For each record above, in turn, the calculated electronic energy values are -7894.0119, -10418.9214, -9559.7597, -39679.2257 eV.